{
  "formula": "C20H45B4Cl24NO5",
  "method": "wB97M-V/def2-TZVPD",
  "total_charge": 0,
  "e_tot_ev": -336449.82349,
  "spin_multiplicity": 1,
  "lumo_energy_ev": 0.1,
  "gap_ev": 9.338,
  "species": ["C", "C", "N", "B", "O", "B", "B", "O", "O", "C", "C", "O", "B", "C", "C", "C", "C", "O", "H", "H", "H", "H", "H", "H", "H", "H", "H", "H", "H", "H", "H", "H", "H", "H", "H", "H", "H", "H", "H", "C", "Cl", "Cl", "H", "H", "C", "Cl", "Cl", "H", "H", "C", "Cl", "Cl", "H", "H", "C", "Cl", "Cl", "H", "H", "C", "Cl", "Cl", "H", "H", "C", "Cl", "Cl", "H", "H", "C", "Cl", "Cl", "H", "H", "C", "Cl", "Cl", "H", "H", "C", "Cl", "Cl", "H", "H", "C", "Cl", "Cl", "H", "H", "C", "Cl", "Cl", "H", "H", "C", "Cl", "Cl", "H", "H"],
  "positions_angstrom": [[-3.923846, -0.560644, -3.547217], [-2.957754, 0.514688, -3.047209], [-1.793984, -0.170795, -2.432485], [-0.723751, 0.736988, -2.088131], [-0.803766, 1.710507, -1.071103], [0.238832, 1.414709, -0.191358], [0.047800, 1.121344, 1.468042], [-0.655294, 2.031158, 2.253376], [0.618793, 0.005695, 2.018014], [0.113148, -0.261501, 3.355494], [0.585791, -1.633519, 3.815036], [1.521691, 1.326634, -0.738553], [1.415256, 0.342746, -1.728053], [2.180207, -1.024708, -1.718839], [1.432242, -1.963077, -2.698926], [3.672028, -0.846762, -2.081437], [4.387796, -2.139421, -2.459917], [0.504881, 0.661981, -2.742940], [-3.368746, -1.484815, -3.661955], [-4.691681, -0.740900, -2.795812], [-4.323435, -0.313441, -4.520339], [-3.419189, 1.154472, -2.296303], [-2.580512, 1.101124, -3.872895], [-2.079464, -0.724696, -1.641762], [-1.600564, 1.977318, 2.091927], [0.560133, 0.484916, 3.997080], [-0.965449, -0.240154, 3.406618], [0.328732, -1.667727, 4.861977], [0.104435, -2.411328, 3.241328], [1.667825, -1.738354, 3.743037], [2.116502, -1.515377, -0.748936], [1.574579, -1.595999, -3.708281], [0.367653, -1.953640, -2.502632], [1.766284, -2.988924, -2.627647], [3.757628, -0.060703, -2.827112], [4.162773, -0.467439, -1.190527], [4.487506, -2.725031, -1.557643], [3.872536, -2.702938, -3.223409], [5.350789, -1.865694, -2.887624], [0.460405, 5.248180, 2.024013], [-0.847345, 6.415506, 2.276198], [1.596030, 5.789515, 0.781488], [0.998150, 5.120389, 2.955564], [0.027846, 4.304386, 1.712455], [1.017122, -4.553572, 1.226379], [0.683091, -5.374712, 2.749935], [2.240047, -5.428190, 0.295792], [0.103638, -4.499129, 0.646526], [1.384179, -3.555354, 1.439558], [-2.338967, 3.760414, 4.551054], [-3.049196, 4.643313, 5.902710], [-3.578299, 3.124403, 3.458412], [-1.704063, 4.422442, 3.980404], [-1.757922, 2.932529, 4.938138], [-1.954930, -3.544930, 6.555193], [-0.247058, -3.698670, 6.995087], [-2.149316, -2.984318, 4.889133], [-2.435496, -4.520750, 6.644528], [-2.423726, -2.829765, 7.221514], [-1.224137, 4.371016, -4.967877], [-2.599989, 3.422070, -5.542230], [-1.634011, 6.083695, -4.811427], [-0.921061, 3.995672, -3.997650], [-0.411415, 4.270133, -5.675879], [-4.689373, 6.968417, -2.356889], [-6.060696, 6.014909, -2.935207], [-5.106659, 8.678628, -2.195200], [-4.386206, 6.590712, -1.388375], [-3.877399, 6.873731, -3.065974], [-4.012602, 0.327887, 0.743035], [-4.996136, -0.362507, -0.551575], [-2.643105, -0.719757, 1.150547], [-3.632318, 1.290680, 0.416782], [-4.628750, 0.447696, 1.626277], [7.728218, -1.081558, -4.803187], [6.475900, -2.204892, -5.343960], [7.088391, 0.551721, -4.586949], [8.122231, -1.429774, -3.856274], [8.515293, -1.053277, -5.545960], [4.496209, 3.943883, -0.527329], [4.677894, 2.254137, -0.042218], [5.857088, 4.930525, 0.023274], [4.444785, 3.992776, -1.607925], [3.585763, 4.335369, -0.090109], [4.044016, -2.772410, 5.435475], [3.275263, -1.735149, 6.645813], [2.847070, -3.549316, 4.393063], [4.700437, -2.166301, 4.823232], [4.613344, -3.539385, 5.944951], [-1.522993, -1.788297, -6.626976], [-1.973910, -0.078408, -6.662254], [-2.602059, -2.742791, -5.602027], [-1.567055, -2.179896, -7.635372], [-0.515506, -1.870598, -6.238352], [-4.261940, -7.045964, 5.233711], [-2.735712, -7.919199, 5.086139], [-4.166515, -5.776169, 6.464671], [-4.496121, -6.586848, 4.281452], [-5.040390, -7.744200, 5.514234]],
  "forces_ev_per_a": [[0.17, 0.17, 0.35], [0.17, -1.13, 0.37], [0.32, 0.61, -0.31], [-0.16, 0.63, -0.99], [-0.27, -1.17, 0.53], [0.77, 1.32, 0.08], [0.29, -0.18, -0.27], [-0.04, -0.18, 0.39], [-1.17, 0.64, 0.12], [1.46, -1.03, 0.11], [0.28, 1.43, -0.44], [-0.45, -1.21, 0.39], [1.07, 0.96, -0.53], [-0.42, -0.61, -0.73], [0.31, 0.37, 0.25], [-0.45, -0.07, 0.48], [-0.03, 0.95, -0.22], [-0.26, -0.88, 0.57], [-0.01, 0.09, 0.06], [-0.13, 0.05, -0.65], [-0.42, 0.09, -0.12], [-0.29, 0.38, -0.21], [0.01, 0.28, -0.16], [-0.31, -0.15, 0.27], [-0.26, 0.35, -0.04], [-0.22, 0.30, 0.33], [-0.31, 0.36, -0.17], [-0.11, -0.56, 0.32], [-0.12, -0.39, 0.06], [-0.46, 0.43, -0.24], [0.05, 0.24, 0.44], [-0.03, -0.09, -0.36], [-0.31, 0.01, -0.01], [0.20, -0.25, -0.02], [0.21, -0.06, -0.41], [0.16, 0.31, 0.08], [0.23, -0.45, 0.09], [-0.20, -0.21, -0.14], [0.18, -0.27, 0.31], [-0.04, -0.16, -0.01], [0.01, -0.04, 0.02], [-0.04, 0.06, 0.02], [0.05, 0.11, 0.01], [-0.04, 0.03, -0.03], [0.05, 0.06, -0.05], [-0.21, -0.02, 0.09], [0.01, 0.11, -0.13], [-0.01, -0.11, -0.03], [0.09, -0.02, 0.05], [0.21, -0.06, 0.14], [0.04, 0.00, -0.06], [-0.10, -0.10, -0.13], [-0.05, 0.17, -0.03], [-0.10, -0.09, 0.01], [0.07, -0.19, 0.17], [-0.02, 0.02, 0.03], [-0.36, -0.09, 0.03], [0.60, 0.57, -0.09], [0.07, 0.10, -0.05], [0.04, -0.10, 0.04], [0.02, -0.01, -0.02], [0.06, 0.05, 0.02], [-0.08, 0.01, 0.06], [-0.04, 0.05, -0.09], [0.03, -0.01, 0.00], [0.04, -0.07, 0.01], [0.06, 0.02, 0.03], [-0.09, 0.02, 0.06], [-0.03, 0.02, -0.10], [-0.20, 0.11, 0.03], [-0.05, 0.12, 0.64], [0.04, 0.02, 0.03], [0.09, -0.06, -0.12], [0.01, -0.10, 0.04], [0.04, -0.01, 0.02], [0.10, -0.07, -0.15], [0.04, 0.02, 0.03], [-0.09, 0.01, 0.06], [-0.05, 0.04, -0.09], [-0.05, -0.03, -0.01], [0.00, 0.02, -0.02], [-0.02, 0.08, -0.03], [0.10, -0.05, -0.03], [0.08, -0.07, 0.07], [0.05, -0.01, -0.08], [0.04, 0.03, 0.03], [0.70, -0.74, 0.30], [-0.06, 0.08, -0.02], [-0.07, -0.04, 0.07], [0.09, -0.05, 0.00], [0.03, 0.01, -0.01], [0.20, -0.28, -0.38], [-0.11, 0.02, -0.03], [-0.02, 0.05, 0.12], [0.00, -0.10, -0.11], [-0.03, 0.00, -0.03], [-0.69, -0.46, -0.04], [0.08, 0.09, 0.00], [0.03, -0.02, 0.11]]
}